No. 1
Here is a molecular structure, C8H10HfO6P from OMol25. Energies are from ωB97M-V/def2-TZVPD.

Structure (XYZ):
```
26
C8H10HfO6P ωB97M-V/def2-TZVPD
O 0.93770 0.02715 -4.92441
C 0.42997 0.02477 -3.90032
Hf 0.38385 0.06319 -0.06248
O 2.93360 -0.00657 -2.38930
C 2.03630 0.02226 -1.65399
C -1.73849 0.00236 0.45506
O -2.85717 -0.05159 0.77886
C -0.02804 -2.09620 -0.45143
O -0.34363 -3.20828 -0.54983
C -0.10160 2.20599 -0.56579
O -0.44731 3.30320 -0.70471
H -0.65662 0.00304 -1.47826
C -0.75339 1.09458 3.73026
P 0.42264 -0.19736 3.33970
C 1.76300 -0.20997 4.49717
C -0.48851 -1.73984 3.40750
O 1.00760 0.02021 1.91474
H -1.60092 1.10336 3.02778
H -0.25512 2.07346 3.72708
H -1.13701 0.90423 4.74418
H 1.35588 -0.37510 5.50014
H 2.45908 -1.02487 4.26319
H 2.28058 0.75698 4.48508
H -1.37602 -1.71943 2.75526
H 0.15492 -2.58423 3.12559
H -0.82069 -1.88794 4.44722
```

## Properties
- total charge = +3
- HOMO (eV) = -22.219


No. 2
Here is 2 unconnected molecules or ions with the total composition C8H10I2 from OMol25. Energies are from ωB97M-V/def2-TZVPD.

Structure (XYZ):
```
20
C8H10I2 ωB97M-V/def2-TZVPD
C 1.50868 0.73753 1.93599
C 1.39022 -0.63242 1.69874
C 1.60034 -1.13903 0.41568
C 1.92893 -0.27569 -0.63015
C 2.04740 1.09425 -0.39292
C 1.83727 1.60086 0.89016
H 1.34334 1.13618 2.94562
H 1.13166 -1.31176 2.52169
H 1.50713 -2.21702 0.22900
H 2.09428 -0.67434 -1.63978
H 2.30596 1.77360 -1.21586
H 1.93049 2.67885 1.07684
I -2.15454 1.60524 -2.47598
C -2.46500 0.36357 -0.76005
C -2.69143 -1.05633 -1.19870
I -3.00188 -2.29801 0.51723
H -1.57016 0.47904 -0.11868
H -3.32839 0.78852 -0.21285
H -3.58628 -1.17180 -1.84008
H -1.82803 -1.48127 -1.74590
```

## Properties
- SMILES = c1ccccc1.ICCI
- energy above the lowest of the compared OMol25 structures with the same formula, charge and spin (eV) = 0.1198
- total charge = 0
- HOMO (eV) = -9.435


No. 3
Here is C8H10IN3O2 in the gas phase from OMol25. Energies are from ωB97M-V/def2-TZVPD.

Structure (XYZ):
```
24
C8H10IN3O2 ωB97M-V/def2-TZVPD
H 0.70880 -3.62650 1.85823
N 0.18032 -2.72771 1.86698
C 0.06539 -2.17820 0.72026
C -0.43666 -0.79008 0.73747
C -1.98486 -0.72548 0.49262
N -2.42709 -0.91435 -0.66438
C -1.59499 -1.00007 -1.76071
C -0.37333 -0.40018 -1.62158
I 0.87551 -0.08061 -3.39511
N 0.14055 -0.03631 -0.38025
C 0.60573 1.28571 -0.21959
C -0.32299 2.37598 0.20721
C 1.78803 1.29213 0.78086
O 1.69347 1.56477 1.92893
O 2.89517 0.71132 0.33067
H 0.37402 -2.63501 -0.31369
H -0.18172 -0.29552 1.76350
H -2.67068 -0.64103 1.32194
H -1.85758 -1.46406 -2.67002
H 1.18410 1.73699 -1.14028
H -1.01891 2.16911 1.08112
H 0.34343 3.24306 0.32101
H -0.79933 2.72483 -0.61278
H 2.81358 0.41120 -0.63241
```

## Properties
- SMILES = [H]/N=C/[C@@H]1C=NC=C(I)N1[C@@H](C)C(=O)O
- energy above the lowest of the compared OMol25 structures with the same formula, charge and spin (eV) = 0.2007
- total charge = 0
- HOMO (eV) = -8.798


- What is the total charge in the first record?
  +3